17
Properties=species:S:1:pos:R:3:forces:R:3:mulliken_charge:R:1 method="wB97M-V/def2-TZVPD" de_lowest_ev=2.992 gap_ev=9.06 homo_ev=-8.26
C -0.3366 -1.7233 -0.2606 0.057 -0.529 -0.287 -0.51
C 2.0792 1.0291 -0.2280 0.024 0.305 0.003 -1.15
C -1.2166 0.6504 0.1512 0.523 2.451 -0.866 0.47
C 1.0971 -0.0546 -0.3203 -1.541 -1.835 2.590 0.52
N -2.3158 1.1261 0.8018 -0.180 -0.242 -0.136 -0.40
C -0.5409 -0.5171 0.6736 2.687 0.234 -1.776 -0.38
C 0.9256 -1.2305 -0.8954 0.246 -0.195 0.266 -0.57
O -0.6566 1.3447 -0.7253 -1.941 -0.277 0.552 -0.63
H -2.8860 0.5198 1.3654 0.043 0.061 -0.004 0.19
H -2.7065 1.9989 0.4876 -0.017 -0.083 -0.065 0.25
H -0.7602 -0.7508 1.7126 0.450 0.145 0.080 0.35
H 1.6255 -1.7697 -1.5221 -0.163 0.131 -0.452 0.41
H -0.1513 -2.6273 0.3234 -0.182 -0.075 -0.014 0.28
H -1.1658 -1.9195 -0.9509 -0.005 -0.010 0.094 0.26
H 1.8717 1.8065 -0.9646 -0.044 -0.034 0.058 0.26
H 3.0792 0.6267 -0.4094 -0.005 -0.005 0.036 0.37
H 2.0577 1.4906 0.7611 0.049 -0.041 -0.079 0.28

48
Properties=species:S:1:pos:R:3:forces:R:3:lowdin_spin:R:1 method="wB97M-V/def2-TZVPD" gap_ev="5.27 / 1.98" charge=+2 s_squared=6.014 multiplicity=5 homo_ev="-10.76 / -14.81"
C -3.3958 0.0298 -4.1533 0.551 1.619 -1.754 0.12
C -3.4745 -1.4415 -4.5766 0.137 -1.684 0.566 0.09
C -4.8008 0.5766 -3.8762 -0.924 0.070 1.132 0.07
C -2.7126 0.8578 -5.2477 0.348 -0.034 0.280 0.01
Cl -2.4218 0.1485 -2.6430 -0.503 -0.296 -0.408 0.60
H -5.4153 0.5145 -4.7821 0.437 -0.193 -0.008 0.01
H -4.7555 1.6255 -3.5659 0.097 -0.198 -0.082 0.00
H -5.2949 -0.0013 -3.0885 -0.016 0.126 -0.152 0.00
H -4.0689 -1.5385 -5.4928 0.025 0.500 0.198 0.01
H -3.9484 -2.0465 -3.7968 0.053 0.066 -0.177 0.00
H -2.4756 -1.8441 -4.7739 -0.156 0.178 0.045 0.00
H -3.2913 0.8035 -6.1774 0.019 -0.108 0.301 0.00
H -1.7051 0.4800 -5.4505 -0.137 0.091 -0.022 0.00
H -2.6398 1.9095 -4.9522 -0.012 -0.151 -0.056 0.00
C -0.2718 -0.7561 3.2161 0.158 0.200 0.350 0.05
C -1.3639 0.1521 3.0935 -2.669 -0.713 1.490 0.13
C -1.9318 -0.0195 1.7959 -1.826 -0.233 1.022 0.07
H -1.6878 0.8686 3.8426 -0.035 -0.344 -0.142 0.01
C -1.2043 -1.0443 1.1241 -0.377 -0.872 0.221 0.11
C -0.1792 -1.4932 1.9974 -0.752 -1.288 0.109 0.14
H 0.5725 -2.2304 1.7634 -0.015 0.071 -0.022 0.01
H 0.4080 -0.8359 4.0526 -0.184 -0.070 0.007 0.00
H -2.7520 0.5440 1.3697 -0.017 -0.189 0.206 0.00
H -1.3670 -1.3710 0.1070 0.003 -0.062 0.096 0.01
C 1.6528 1.9943 0.8480 0.764 1.028 -0.795 0.14
C 1.3284 2.3102 2.1981 0.132 0.050 0.671 0.05
C -0.0489 2.6796 2.2371 -0.688 3.131 0.400 0.13
H 1.9968 2.2109 3.0467 -0.106 0.254 -0.186 0.00
C -0.5718 2.5517 0.9167 -0.900 2.017 0.220 0.06
C 0.4851 2.1345 0.0610 0.524 0.779 -0.701 0.11
H 0.3984 1.8934 -0.9938 0.039 0.147 0.207 0.01
H 2.6110 1.6384 0.4944 -0.219 0.077 0.070 0.01
H -0.6026 2.9859 3.1219 0.207 0.051 -0.347 0.01
H -1.6003 2.7147 0.6086 0.306 0.183 0.108 0.00
Os 0.0841 0.6479 1.5966 5.731 -4.185 -2.861 1.93
C 5.1581 -1.2212 1.5568 -0.370 -0.355 -0.355 0.00
C 4.6132 -2.0728 2.7227 0.066 0.712 0.094 0.00
C 3.1104 -2.0031 2.5172 -0.196 -0.231 -0.605 0.01
O 2.8145 -0.7271 1.8859 0.549 -0.120 0.092 0.08
C 4.0448 -0.2058 1.3023 -0.077 0.341 0.317 0.00
H 6.1134 -0.7319 1.7810 -0.265 -0.225 -0.109 0.00
H 5.2565 -1.8349 0.6494 0.232 0.066 0.348 0.00
H 4.8621 -1.5954 3.6765 0.115 -0.217 -0.098 0.00
H 4.9884 -3.0965 2.7012 -0.044 0.134 0.125 0.00
H 2.8095 -2.7931 1.8134 -0.089 0.021 0.154 0.00
H 2.5190 -2.0964 3.4345 0.150 0.108 -0.139 0.00
H 4.2761 0.7437 1.8100 -0.142 -0.132 -0.177 0.00
H 3.8785 -0.0152 0.2285 0.078 -0.121 0.366 0.00

10
Properties=species:S:1:pos:R:3:forces:R:3:mulliken_charge:R:1 method="wB97M-V/def2-TZVPD" de_lowest_ev=2.904 gap_ev=8.34 homo_ev=-8.65
C 0.6820 1.2395 0.1806 -3.770 0.664 0.948 -0.50
C -0.2538 -1.3552 0.2265 0.117 1.289 1.592 -0.81
N -1.4975 1.1645 -0.1041 2.446 2.369 -0.056 -0.38
P -1.9471 -0.2590 -0.0206 0.460 -2.767 0.645 0.19
P 1.2236 -0.3019 -0.2843 -0.098 -1.613 -1.968 0.03
H 0.7171 1.9662 -0.6091 0.549 0.813 0.498 0.34
H 0.4197 1.4444 1.2347 0.729 0.384 -0.834 0.36
H 0.0396 -1.6400 1.3031 -0.888 0.715 -1.126 0.28
H -0.5083 -2.3001 -0.1896 0.564 -0.939 -1.001 0.45
H 1.1247 0.0416 -1.7374 -0.109 -0.915 1.303 0.04

19
Properties=species:S:1:pos:R:3:forces:R:3:mulliken_charge:R:1 method="wB97M-V/def2-TZVPD" de_lowest_ev=0.000 gap_ev=2.89 charge=+6 homo_ev=-27.19
Zr 1.3492 1.6793 -2.3560 0.625 -0.183 4.090 1.99
Zr -3.3919 0.8770 0.6021 4.344 1.737 1.522 2.40
Zr 0.3282 -3.1920 -2.3708 -1.596 0.264 3.500 2.32
C -0.6194 -0.4301 -0.6383 3.873 4.548 -5.463 0.64
O -1.7530 -0.1644 -0.3737 -8.364 -1.391 4.189 -0.51
O -0.0962 -1.4643 -1.1625 0.850 -3.211 -1.234 -0.58
O -0.0991 0.7380 -1.0316 3.987 0.523 -1.399 -0.46
C 3.2568 2.1194 0.2847 -1.681 1.287 1.424 0.83
O 3.7943 3.1781 -0.0441 0.923 -0.051 1.416 -0.04
O 2.6541 1.4944 -0.6623 -1.860 -1.328 -3.254 -0.55
O 2.9916 1.8985 1.4960 1.475 0.599 -1.680 -0.04
N -1.2494 -4.5825 0.1927 -0.801 -5.979 4.785 1.04
O -0.6776 -5.0119 1.1687 2.954 1.769 0.803 -0.14
O -2.2794 -5.1457 0.1336 -3.981 0.373 -2.434 -0.15
O -0.7729 -3.8827 -0.6675 2.707 3.077 -4.582 -0.49
N -0.8875 2.9714 1.3953 6.215 5.683 -1.863 0.87
O -1.1317 4.1436 1.2225 -2.846 -1.937 0.746 -0.26
O 0.3709 2.7501 1.3439 -2.827 -2.875 0.623 -0.31
O -1.7868 2.0237 1.4672 -3.998 -2.904 -1.190 -0.55